[1]
Below is a structure of composition C12H25BeNS4, with properties calculated with wB97M-V/def2-TZVPD.

Each line ends with the natural charge from an NBO analysis.
Element x y z (Å)
Be (0.65, 0.10, 0.13)  1.40
S (-0.78, 2.09, 0.00)  0.19
S (2.53, -1.42, -0.24)  0.18
C (-2.56, 1.73, 0.00)  -0.73
C (-0.49, 2.49, -1.77)  -0.52
C (-0.12, 1.28, -2.60)  -0.24
N (1.05, 0.61, -2.02)  -0.68
C (1.49, -0.61, -2.72)  -0.24
C (2.73, -1.16, -2.06)  -0.53
H (0.31, 3.23, -1.78)  0.22
H (-1.38, 2.97, -2.16)  0.24
H (0.08, 1.60, -3.63)  0.18
H (-0.93, 0.56, -2.63)  0.23
H (1.70, -0.41, -3.77)  0.19
H (0.67, -1.32, -2.68)  0.22
H (3.56, -0.47, -2.17)  0.22
H (3.03, -2.10, -2.51)  0.24
C (2.09, -3.18, -0.17)  -0.73
H (1.82, 1.27, -2.05)  0.37
H (1.27, -3.42, -0.84)  0.24
H (1.80, -3.39, 0.85)  0.26
H (2.97, -3.77, -0.42)  0.21
H (-2.82, 1.41, 1.00)  0.25
H (-2.81, 0.94, -0.70)  0.24
H (-3.10, 2.64, -0.23)  0.21
C (2.00, 1.16, 1.42)  -0.43
C (2.28, 1.57, 0.18)  -0.61
H (2.57, 0.36, 1.89)  0.24
H (1.27, 1.65, 2.04)  0.25
H (3.09, 1.14, -0.39)  0.20
H (1.79, 2.44, -0.24)  0.20
C (-1.65, -0.34, 3.99)  -0.65
C (-1.24, -0.68, 2.58)  -0.24
S (0.42, -0.72, 2.17)  -0.48
C (-1.99, -1.05, 1.57)  -0.15
C (-3.48, -1.22, 1.68)  -0.65
S (-1.02, -1.40, 0.06)  -0.61
H (-0.74, -0.12, 4.60)  0.23
H (-2.16, -1.21, 4.47)  0.21
H (-2.30, 0.55, 4.02)  0.21
H (-4.00, -0.57, 0.95)  0.20
H (-3.74, -2.27, 1.49)  0.22
H (-3.85, -0.96, 2.70)  0.21

Results
HOMO	-5.55	eV
M	320.62	g/mol
spin multiplicity	1
Kohn-Sham gap	0.208	Eh

[2]
Below is a structure of composition C12H25Cl2GaN3, with properties calculated with wB97M-V/def2-TZVPD.

Each line ends with the natural charge from an NBO analysis.
Element x y z (Å)
Ga (-0.48, -0.22, 1.30)  1.36
Cl (0.84, -1.93, 0.90)  -0.60
Cl (-0.86, 0.12, 3.44)  -0.61
C (-1.99, -0.03, 0.00)  -1.60
H (-2.18, 0.85, -0.62)  0.17
H (-2.83, -0.75, -0.01)  0.18
C (0.51, -0.13, -3.16)  -0.23
C (-0.83, 0.13, -3.12)  -0.14
H (1.25, 0.66, -3.17)  0.18
C (-1.88, -0.92, -3.00)  -0.46
H (-1.18, 1.17, -3.07)  0.20
C (-1.28, -2.32, -2.68)  -0.40
H (-2.60, -0.64, -2.23)  0.27
H (-2.42, -1.02, -3.97)  0.17
C (-0.01, -2.56, -3.48)  -0.39
H (-1.05, -2.35, -1.60)  0.25
H (-2.03, -3.09, -2.90)  0.18
C (1.06, -1.53, -3.12)  -0.44
H (0.36, -3.58, -3.29)  0.19
H (-0.25, -2.50, -4.54)  0.18
H (1.44, -1.75, -2.11)  0.23
H (1.92, -1.64, -3.79)  0.19
C (3.10, 2.57, 0.51)  -0.42
N (1.96, 3.18, 1.18)  -0.43
C (2.17, 4.47, 1.79)  -0.40
C (0.76, 2.54, 1.20)  0.68
N (0.71, 1.31, 0.72)  -0.86
N (-0.31, 3.15, 1.77)  -0.47
C (-0.29, 3.67, 3.12)  -0.40
C (-1.63, 3.06, 1.16)  -0.45
H (4.00, 3.14, 0.78)  0.20
H (2.98, 2.59, -0.59)  0.20
H (3.23, 1.53, 0.83)  0.22
H (1.36, 5.16, 1.55)  0.21
H (2.28, 4.40, 2.88)  0.19
H (3.11, 4.88, 1.40)  0.20
H (1.54, 1.09, 0.17)  0.38
H (-1.30, 3.54, 3.54)  0.22
H (0.42, 3.11, 3.76)  0.21
H (-0.05, 4.75, 3.13)  0.16
H (-1.64, 3.61, 0.20)  0.17
H (-1.93, 2.02, 0.97)  0.30
H (-2.34, 3.53, 1.84)  0.19

Results
charge	-1
HOMO	-1.01	eV
M	351.98	g/mol
spin multiplicity	1
ΔE to the lowest compared entry with this formula, charge and spin	2.74	kJ/mol
Kohn-Sham gap	0.128	Eh

[3]
Below is a structure of composition C12H25ClFGaNO6, with properties calculated with wB97M-V/def2-TZVPD.

Each line ends with the Löwdin charge.
Element x y z (Å)
C (6.85, 2.22, 1.66)  -0.16
C (5.59, 3.07, 1.72)  -0.80
Cl (5.80, 4.28, 3.07)  0.51
C (4.31, 2.26, 1.89)  -0.31
Ga (2.94, 2.53, 0.43)  0.37
F (2.72, 4.33, 0.21)  -0.39
C (1.15, 1.77, 1.08)  -0.23
O (0.72, 0.64, 0.26)  -0.20
N (0.36, -0.43, 1.00)  -0.10
O (0.41, -1.43, 0.36)  -0.02
H (7.15, 1.90, 2.66)  0.06
H (7.68, 2.75, 1.19)  0.06
H (6.64, 1.33, 1.05)  0.07
H (5.55, 3.68, 0.82)  0.07
H (3.83, 2.52, 2.83)  0.03
H (4.55, 1.19, 1.96)  0.04
H (3.38, 1.89, -0.97)  -0.06
H (0.37, 2.53, 1.04)  0.04
H (1.22, 1.43, 2.11)  0.05
O (-0.71, -5.62, -4.70)  0.09
C (-1.12, -4.54, -4.35)  -0.53
O (-0.26, -3.51, -4.29)  0.00
C (-0.68, -2.17, -4.00)  -0.23
C (-0.86, -1.91, -2.52)  -0.07
C (-2.56, -4.35, -3.94)  0.01
H (-1.58, -1.93, -4.57)  0.11
H (0.12, -1.55, -4.40)  0.12
H (-1.64, -2.54, -2.09)  0.07
H (-1.13, -0.87, -2.35)  0.09
H (0.07, -2.11, -1.98)  0.07
H (-2.67, -4.72, -2.92)  0.09
H (-3.17, -4.97, -4.59)  0.09
H (-2.92, -3.33, -3.97)  0.06
O (-2.15, 2.29, 3.14)  0.12
C (-2.88, 1.62, 2.47)  -0.51
O (-3.85, 0.90, 3.11)  -0.01
C (-4.82, 0.13, 2.41)  -0.25
C (-4.29, -1.23, 2.00)  -0.06
C (-2.74, 1.50, 0.97)  0.02
H (-5.22, 0.68, 1.56)  0.11
H (-5.64, 0.01, 3.13)  0.12
H (-3.46, -1.14, 1.31)  0.07
H (-5.08, -1.81, 1.52)  0.08
H (-3.94, -1.77, 2.88)  0.08
H (-1.95, 0.79, 0.75)  0.07
H (-2.44, 2.47, 0.59)  0.10
H (-3.65, 1.19, 0.47)  0.06

Results
charge	-1
HOMO	-5.36	eV
M	403.51	g/mol
spin multiplicity	1
Kohn-Sham gap	0.277	Eh

[4]
Below is a structure of composition C12H25ClI2NP2Ti, with properties calculated with wB97M-V/def2-TZVPD.

Each line ends with the natural charge from an NBO analysis.
Element x y z (Å)
I (0.29, -2.67, -1.00)  -0.03
I (0.39, -5.03, 1.01)  -0.07
Ti (-0.22, -0.65, 0.64)  1.13
P (2.17, -0.63, 1.55)  0.91
C (3.35, -1.70, 0.66)  -0.95
C (2.81, 1.09, 1.38)  -0.92
H (3.82, 1.16, 1.81)  0.28
H (3.47, -0.62, 3.61)  0.27
H (2.13, 1.76, 1.93)  0.26
H (1.72, -0.37, 3.90)  0.27
H (3.23, -1.55, -0.42)  0.25
H (2.82, 1.39, 0.33)  0.25
C (2.45, -0.94, 3.32)  -0.93
H (4.38, -1.47, 0.96)  0.27
H (2.31, -2.01, 3.54)  0.27
H (3.10, -2.75, 0.86)  0.28
P (-2.69, -1.38, 0.44)  0.90
C (-3.04, -2.76, -0.71)  -0.94
C (-3.51, -1.86, 2.00)  -0.93
H (-3.67, 0.81, 0.65)  0.26
H (-4.79, -0.31, -0.20)  0.28
H (-3.35, 0.40, -1.07)  0.25
C (-3.74, 0.02, -0.11)  -0.92
H (-3.24, -1.13, 2.77)  0.26
H (-4.59, -1.87, 1.87)  0.27
H (-4.11, -2.85, -0.93)  0.27
H (-2.64, -3.69, -0.28)  0.27
H (-3.14, -2.85, 2.32)  0.27
H (-2.49, -2.57, -1.64)  0.25
Cl (-0.80, 0.23, 2.65)  -0.31
C (1.06, 3.79, -3.71)  -0.67
C (0.65, 2.84, -2.62)  0.15
C (-0.03, 3.24, -1.47)  -0.23
C (-0.37, 2.29, -0.51)  0.09
N (-0.03, 0.97, -0.64)  -0.65
C (0.68, 0.60, -1.75)  0.04
C (0.93, 1.48, -2.76)  -0.23
H (0.22, 4.26, -4.24)  0.27
H (1.65, 4.61, -3.28)  0.26
H (1.69, 3.26, -4.42)  0.24
H (-0.22, 4.30, -1.31)  0.27
H (-0.97, 2.52, 0.37)  0.24
H (0.91, -0.51, -1.84)  0.24
H (1.44, 1.14, -3.66)  0.26

Results
charge	+2
HOMO (alpha / beta)	-14.29 / -14.69	eV
M	582.42	g/mol
<S²>	0.7595
spin multiplicity	2
ΔE to the lowest compared entry with this formula, charge and spin	32.83	kJ/mol
Kohn-Sham gap (alpha / beta)	0.211 / 0.227	Eh